{
  "formula": "C33H46HgOP2Si",
  "method": "the ωB97M-V functional and the def2-TZVPD basis",
  "homo_lumo_gap_ev": 6.87,
  "de_lowest_kj_mol": 0.0,
  "e_tot_ev": -67642.235,
  "homo_ev": -6.723,
  "species": ["P", "P", "C", "C", "H", "H", "H", "H", "C", "H", "H", "H", "C", "H", "H", "H", "C", "H", "H", "H", "C", "H", "H", "H", "Hg", "C", "C", "C", "C", "C", "C", "C", "C", "C", "H", "H", "H", "H", "H", "H", "H", "H", "H", "H", "H", "H", "H", "H", "H", "O", "Si", "C", "C", "C", "C", "C", "C", "C", "C", "C", "C", "C", "C", "C", "C", "C", "C", "C", "C", "H", "H", "H", "H", "H", "H", "H", "H", "H", "H", "H", "H", "H", "H", "H"],
  "xyz": [[0.00868, -1.48552, -6.09664], [0.20534, 1.84136, -5.92724], [-0.24978, -0.43405, -7.58479], [0.42680, 0.94831, -7.53248], [-1.33779, -0.34378, -7.73569], [0.15956, -1.01906, -8.42147], [1.51249, 0.87144, -7.70551], [0.01008, 1.60781, -8.30740], [-1.44450, 2.60512, -6.22326], [-1.72030, 3.20800, -5.34914], [-2.20906, 1.83283, -6.37856], [-1.37009, 3.24565, -7.11204], [1.34941, 3.23503, -6.19186], [1.02106, 3.83667, -7.04971], [2.35195, 2.83075, -6.38120], [1.37374, 3.85021, -5.28458], [-1.09580, -2.88926, -6.42789], [-1.14099, -3.54210, -5.54701], [-0.71889, -3.44504, -7.29823], [-2.10109, -2.49619, -6.63370], [1.68771, -2.13018, -6.41973], [2.42102, -1.31331, -6.41720], [1.67796, -2.61148, -7.40600], [1.97013, -2.86318, -5.65453], [0.93058, -0.26095, 1.14762], [-0.03996, 1.74680, -2.81993], [-1.35274, 1.54440, -3.02239], [-1.87534, 0.41788, -3.84858], [-2.16907, -0.84878, -3.00221], [-1.12841, -1.87091, -3.17007], [0.16966, -1.67780, -3.58973], [0.99256, -0.41084, -3.66793], [0.94445, 0.62642, -2.54245], [0.92842, -2.31074, 1.57616], [0.32651, 2.76218, -2.62843], [-2.10341, 2.21525, -2.58295], [-1.14980, 0.12399, -4.63014], [-2.79759, 0.71367, -4.37630], [-2.31802, -0.57979, -1.93996], [-3.13214, -1.27565, -3.33265], [-1.38458, -2.86275, -2.77885], [0.75489, -2.59406, -3.78699], [0.76825, 0.19147, -4.59377], [2.04150, -0.70411, -3.83585], [0.81403, 0.13657, -1.55861], [1.92689, 1.12943, -2.51714], [1.72726, -2.56646, 2.28496], [1.05448, -2.83402, 0.62193], [-0.04340, -2.55182, 2.02940], [0.40894, 1.72725, 1.67682], [0.01628, 1.74515, 3.26027], [-1.49517, 0.73372, 3.67829], [-2.32484, 0.18152, 2.69348], [-3.47264, -0.52877, 3.06635], [-3.81551, -0.65636, 4.41712], [-2.96768, -0.14169, 5.40061], [-1.79323, 0.52326, 5.02915], [1.45629, 0.93118, 4.19478], [1.31777, -0.29612, 4.85725], [2.43753, -0.93751, 5.40047], [3.70696, -0.36972, 5.26536], [3.86001, 0.81278, 4.52758], [2.73824, 1.46690, 4.00742], [-0.27274, 3.49863, 3.84301], [-1.36903, 3.88667, 4.62596], [-1.46529, 5.20750, 5.08923], [-0.47488, 6.13942, 4.75544], [0.59975, 5.76068, 3.94112], [0.69506, 4.44294, 3.48509], [-2.06658, 0.30300, 1.63687], [-4.10800, -0.97176, 2.29729], [-4.74169, -1.16275, 4.69662], [-3.20796, -0.24822, 6.45986], [-1.10913, 0.87388, 5.80919], [0.34563, -0.78451, 4.93051], [2.31970, -1.89035, 5.92175], [4.57561, -0.85531, 5.72404], [4.86076, 1.21572, 4.36028], [2.86771, 2.37495, 3.41267], [-2.14178, 3.16079, 4.88770], [-2.30264, 5.50609, 5.72123], [-0.53175, 7.16420, 5.13140], [1.36990, 6.48266, 3.66995], [1.53585, 4.14756, 2.85105]]
}

---

{
  "formula": "C9H32Be2O11",
  "method": "the ωB97M-V functional and the def2-TZVPD basis",
  "homo_lumo_gap_ev": 4.59,
  "de_lowest_kj_mol": 0.0,
  "total_charge": 2,
  "e_tot_ev": -33155.537,
  "homo_ev": -14.268,
  "species": ["Be", "Be", "C", "O", "O", "O", "C", "O", "H", "H", "H", "H", "C", "O", "H", "H", "H", "H", "C", "O", "H", "H", "H", "H", "C", "O", "H", "H", "H", "H", "C", "O", "H", "H", "H", "H", "C", "O", "H", "H", "H", "H", "C", "O", "H", "H", "H", "H", "C", "O", "H", "H", "H", "H"],
  "xyz": [[0.85543, 2.64639, -0.75919], [-2.72293, -0.55840, -1.23462], [-0.24748, 0.05703, -0.34487], [0.90437, 0.37789, 0.04362], [-0.75877, -1.11193, -0.31388], [-0.98566, 0.99049, -0.85527], [-0.84498, 2.99396, -3.68532], [0.42796, 3.29607, -3.11631], [-1.53971, 3.80583, -3.47548], [-0.80491, 2.78608, -4.75688], [-1.24778, 2.05446, -3.30670], [0.73155, 4.12777, -3.50337], [2.25948, -2.78238, -0.89103], [1.11009, -3.17893, -0.13122], [3.08218, -3.48882, -0.89378], [1.92664, -2.68012, -1.93274], [2.54137, -1.79230, -0.53463], [0.54739, -2.40004, -0.03247], [0.43000, -2.52195, 3.07621], [-0.04684, -1.23173, 2.67685], [0.28726, -2.64519, 4.14638], [-0.15753, -3.31719, 2.60874], [1.46872, -2.57476, 2.75423], [0.17080, -1.03721, 1.76452], [-4.49412, 1.19556, 1.19174], [-3.33380, 1.20742, 0.35219], [-4.69598, 2.19460, 1.58305], [-5.37300, 0.92020, 0.61500], [-4.36731, 0.55335, 2.06288], [-2.69902, 1.81545, 0.74007], [3.99078, 3.38062, 0.72553], [2.91314, 2.44970, 0.58863], [4.75175, 3.18219, -0.03192], [3.63442, 4.39897, 0.59155], [4.48645, 3.27224, 1.68953], [3.12915, 1.62394, 1.08035], [3.15898, 0.20649, 2.78962], [3.21487, -0.21356, 1.40835], [2.97255, -0.62539, 3.46802], [4.12635, 0.60568, 3.09416], [2.38842, 0.97820, 2.85265], [2.29945, -0.30326, 1.11445], [-2.97622, -1.85599, 1.73132], [-3.70802, -1.86496, 0.48627], [-3.62275, -1.78865, 2.60946], [-2.32382, -2.71112, 1.88022], [-2.44708, -0.90915, 1.71607], [-4.18736, -2.70382, 0.47221], [-0.43643, -1.31821, -3.51123], [-1.69397, -0.61343, -3.54891], [-0.36431, -2.04174, -4.32788], [0.40395, -0.63966, -3.65365], [-0.33251, -1.95416, -2.63580], [-1.80121, -0.25654, -4.43674]]
}

---

{
  "formula": "C20H45BrN4O",
  "method": "the ωB97M-V functional and the def2-TZVPD basis",
  "homo_lumo_gap_ev": 7.26,
  "de_lowest_kj_mol": 1002.4,
  "total_charge": 2,
  "e_tot_ev": -99492.720,
  "homo_ev": -11.860,
  "species": ["C", "C", "N", "C", "C", "N", "C", "C", "H", "H", "H", "H", "H", "H", "H", "H", "H", "H", "H", "C", "C", "C", "C", "N", "C", "C", "C", "C", "C", "H", "H", "H", "H", "H", "H", "H", "H", "H", "H", "H", "H", "H", "H", "H", "H", "H", "H", "H", "H", "C", "N", "C", "C", "C", "C", "O", "H", "H", "H", "H", "H", "H", "H", "H", "H", "H", "H", "H", "H", "H", "Br"],
  "xyz": [[-3.98964, 0.30101, -5.24298], [-2.57739, -0.29176, -5.10127], [-2.56449, -1.40687, -4.14589], [-2.92867, -2.75305, -4.29780], [-2.69397, -3.43186, -3.13032], [-2.25990, -2.49602, -2.18243], [-2.18465, -1.28665, -2.84396], [-1.93606, -2.78156, -0.83632], [-4.18279, 0.65144, -4.22909], [-4.67973, -0.39294, -5.72288], [-3.78436, 1.10016, -5.95524], [-1.89346, 0.51582, -4.84025], [-2.23483, -0.59512, -6.09058], [-3.26461, -3.05497, -5.27883], [-2.70375, -4.49231, -2.92604], [-1.92006, -0.35543, -2.36519], [-1.79469, -3.85908, -0.75234], [-2.78018, -2.36805, -0.28443], [-0.97560, -2.29061, -0.67946], [0.25834, -0.19581, -4.40485], [0.60133, -0.18923, -2.92747], [0.03924, 0.93965, -2.04380], [0.62060, 0.80377, -0.66579], [0.11733, 1.83088, 0.45978], [0.77170, 1.54203, 1.88308], [-0.30077, 1.13604, 2.82609], [-1.54216, 1.83843, 2.18518], [-1.41177, 1.70260, 0.64117], [0.40228, 3.32035, 0.15989], [0.91219, -0.81019, -5.02381], [0.10407, 0.76170, -4.90232], [-0.74641, -0.61791, -4.42548], [1.67781, -0.06270, -2.81224], [0.28539, -1.16511, -2.55877], [-1.04860, 0.88628, -2.08671], [0.29615, 1.94112, -2.38899], [1.70604, 0.89688, -0.62990], [0.44220, -0.16631, -0.20189], [1.27621, 2.43125, 2.26107], [1.67857, 0.96193, 1.71230], [-0.21150, 1.57779, 3.81856], [-0.48865, 0.06337, 2.77925], [-1.64899, 2.90916, 2.35900], [-2.42740, 1.27957, 2.48873], [-2.11144, 2.38427, 0.15753], [-1.72328, 0.68863, 0.39034], [0.05507, 3.94410, 0.98359], [-0.26906, 3.55753, -0.66543], [1.41956, 3.33585, -0.23124], [2.53206, -0.73417, 5.43322], [2.80811, -0.02342, 4.14867], [1.73054, 1.01703, 3.79799], [4.13692, 0.82786, 4.23922], [3.04377, -1.05495, 2.98472], [1.89158, -1.37224, 2.06609], [0.69711, -1.64128, 2.74608], [3.52328, -0.96481, 5.82360], [1.84879, -1.55742, 5.22468], [1.87397, -0.13814, 6.06550], [1.87721, 1.37312, 2.77829], [1.78015, 1.87357, 4.47028], [0.74596, 0.55709, 3.88253], [3.97432, 1.54748, 5.04160], [4.22959, 1.34330, 3.28327], [4.83781, 0.03592, 4.50320], [3.68248, -1.86590, 3.33472], [3.76290, -0.58549, 2.31348], [2.04174, -2.32990, 1.56764], [1.83962, -0.76590, 1.16179], [0.21151, -2.06336, 2.03358], [-0.45468, -1.71648, 0.86826]]
}

---

{
  "formula": "C2H8CuNO",
  "method": "the ωB97M-V functional and the def2-TZVPD basis",
  "multiplicity": 2,
  "homo_lumo_gap_ev": [3.85, 6.63],
  "de_lowest_kj_mol": 0.0,
  "total_charge": -1,
  "s_squared": 0.756,
  "e_tot_ev": -50378.853,
  "homo_ev": [0.243, -2.695],
  "species": ["C", "Cu", "N", "H", "H", "H", "H", "H", "H", "H", "H", "O", "C"],
  "xyz": [[-0.09659, 1.05308, -2.19757], [0.00843, -0.22484, 0.52637], [-0.77023, -1.53377, 2.01340], [0.77404, -1.18132, -0.43815], [-0.04658, -1.73426, 2.70460], [-0.47420, 0.31604, -1.42275], [0.16346, 0.49762, -3.11015], [0.78643, 1.57080, -1.80663], [-0.89745, 1.76985, -2.41441], [-1.58858, -1.18079, 2.51145], [-1.04337, -2.42691, 1.60088], [1.95566, 1.98394, 1.08703], [1.22896, 1.09056, 0.94593]]
}

---

{
  "formula": "C2H8N2O",
  "method": "the ωB97M-V functional and the def2-TZVPD basis",
  "homo_lumo_gap_ev": 10.35,
  "de_lowest_kj_mol": 180.5,
  "e_tot_ev": -7230.457,
  "homo_ev": -9.432,
  "species": ["C", "N", "H", "H", "H", "H", "H", "C", "N", "O", "H", "H", "H"],
  "xyz": [[-1.39625, 0.75973, 0.60406], [-0.67166, -0.37763, 1.03918], [-1.67814, 1.30361, 1.46428], [-2.38954, 0.46642, 0.05797], [-0.75640, 1.40085, -0.04307], [-0.17606, -0.31419, 1.91780], [-1.23010, -1.19812, 1.16874], [1.85387, 0.12430, -0.93565], [0.84934, -0.71753, -1.31256], [2.90521, -0.20004, -0.40868], [1.52687, 1.13275, -1.12451], [0.08577, -0.76742, -0.71935], [1.07711, -1.61272, -1.70821]]
}

---

{
  "formula": "BrH10O5",
  "method": "the ωB97M-V functional and the def2-TZVPD basis",
  "homo_lumo_gap_ev": 9.18,
  "de_lowest_kj_mol": 7.5,
  "total_charge": -1,
  "e_tot_ev": -80446.058,
  "homo_ev": -5.658,
  "species": ["Br", "O", "H", "H", "O", "H", "H", "O", "H", "H", "O", "H", "H", "O", "H", "H"],
  "xyz": [[0.75691, -0.39518, 0.43442], [-2.35350, -0.23472, -1.04316], [-2.35175, -0.36010, -1.99663], [-1.45981, -0.51378, -0.76537], [-0.32346, 2.86447, 0.53123], [0.20293, 3.32993, -0.12510], [0.00994, 1.94539, 0.48295], [-1.42253, 0.35815, 3.04604], [-0.99459, 0.34133, 2.16918], [-1.68704, 1.27806, 3.14624], [0.12435, -3.68859, -0.27511], [1.04832, -3.88452, -0.09509], [0.09227, -2.71871, -0.18860], [2.66680, 0.75574, -2.10132], [2.14923, 0.51816, -1.30525], [3.54193, 0.40437, -1.91444]]
}